1.
The molecule C2H5ClOS at a distorted geometry. Source: the Open Molecules 2025 dataset; level of theory: ωB97M-V/def2-TZVPD.

CARTESIAN COORDINATES (ANGSTROEM)
1 O -0.479 -0.562 -1.642
2 C -0.436 -0.367 -0.362
3 S -1.661 1.320 0.101
4 C 0.883 -0.067 0.246
5 Cl 1.561 1.558 -0.349
6 H 0.103 0.027 -2.021
7 H -0.871 -1.207 0.171
8 H -0.708 2.183 -0.302
9 H 1.550 -0.749 -0.255
10 H 1.202 -0.140 1.332

The value obtained for the energy relative to the best compared isomer or geometry (same formula, charge and spin) is 94.5 kJ/mol. The SMILES is O[C@H](S)CCl. The calculation puts the LUMO energy at 0.555 eV. As for the HOMO energy: -9.02 eV. The value obtained for the calculated total energy is -1012.77252 hartree.

These are the Löwdin partial charges, in e, on atoms 1 to 2: number 1, O, carries 0.011; number 2, C, carries -0.661



2.
The ion C5H11O with charge +1 at a distorted geometry. Source: the Open Molecules 2025 dataset; level of theory: ωB97M-V/def2-TZVPD.

CARTESIAN COORDINATES (ANGSTROEM)
1 C -0.288 -0.749 0.361
2 C -0.049 0.630 0.655
3 C 0.821 -1.816 0.119
4 C 1.275 1.350 0.776
5 C -1.575 0.590 -1.515
6 O -0.382 0.226 -0.756
7 H -1.483 -1.144 0.756
8 H -0.838 1.051 1.093
9 H 1.560 -1.597 -0.555
10 H 0.518 -2.860 -0.095
11 H 1.355 -1.988 0.973
12 H 1.610 0.953 1.711
13 H 1.239 2.481 0.868
14 H 1.984 1.067 -0.108
15 H -2.309 1.013 -0.769
16 H -1.181 1.354 -2.197
17 H -1.939 -0.265 -1.859

The expectation value of S² is 2.005. The value obtained for the energy relative to the best compared isomer or geometry (same formula, charge and spin) is 506.7 kJ/mol. The charge is +1. The calculation puts the LUMO energy (alpha / beta) at -2.887 / -10.405 eV. As for the HOMO energy (alpha / beta): -9.13 / -17.09 eV. Its spin multiplicity is 3. The value obtained for the calculated total energy is -271.66270 hartree.

These are the Löwdin partial charges, in e, on atoms 1 to 2: number 1, C, carries -0.124; number 2, C, carries -0.228



3.
A cluster of 4 separate species, H8O4 in total. Source: the Open Molecules 2025 dataset; level of theory: ωB97M-V/def2-TZVPD.

CARTESIAN COORDINATES (ANGSTROEM)
1 O 1.752 -0.346 2.230
2 H 1.165 -0.036 1.524
3 H 2.628 -0.052 1.965
4 O 1.517 -1.213 -1.579
5 H 1.104 -0.595 -0.960
6 H 1.693 -2.002 -1.059
7 O 0.080 0.779 0.108
8 H 0.006 1.690 -0.190
9 H -0.738 0.354 -0.201
10 O -2.707 0.601 -0.546
11 H -3.317 0.217 0.091
12 H -3.184 0.603 -1.383

The value obtained for the energy relative to the best compared isomer or geometry (same formula, charge and spin) is 57.7 kJ/mol. The SMILES is O.O.O.O. The calculation puts the LUMO energy at 0.301 eV. As for the HOMO energy: -10.88 eV. The value obtained for the calculated total energy is -305.75723 hartree.

These are the Löwdin partial charges, in e, on atoms 1 to 2: number 1, O, carries -0.072; number 2, H, carries -0.018



4.
A structure of composition C36H24Br2FN4O7P2ReS2 at a distorted geometry. Source: the Open Molecules 2025 dataset; level of theory: ωB97M-V/def2-TZVPD.

CARTESIAN COORDINATES (ANGSTROEM)
1 Re 0.398 0.263 -0.108
2 S 2.919 0.110 -4.917
3 C 3.644 -0.164 -6.438
4 C 3.270 -1.353 -6.993
5 C 2.375 -2.065 -6.185
6 C 2.070 -1.411 -5.010
7 C 1.186 -1.834 -3.954
8 C 1.090 -1.074 -2.766
9 N 0.304 -1.351 -1.750
10 C -0.464 -2.467 -1.830
11 C -0.441 -3.309 -2.972
12 C -1.277 -4.468 -3.011
13 C -2.087 -4.792 -1.978
14 C -2.148 -3.968 -0.817
15 C -2.994 -4.241 0.262
16 C -3.038 -3.378 1.353
17 C -2.190 -2.249 1.300
18 N -1.392 -1.986 0.303
19 C -1.337 -2.805 -0.752
20 C -3.906 -3.586 2.484
21 C -4.787 -4.616 2.718
22 C -5.490 -4.483 3.925
23 C -5.150 -3.357 4.611
24 S -3.960 -2.437 3.799
25 C 0.393 -2.972 -4.042
26 H 4.313 0.565 -6.849
27 H 3.623 -1.700 -7.945
28 H 1.982 -3.025 -6.462
29 H 1.715 -0.199 -2.691
30 H -1.249 -5.080 -3.900
31 H -2.704 -5.678 -2.015
32 H -3.611 -5.125 0.233
33 H -2.172 -1.540 2.114
34 H -4.926 -5.447 2.051
35 H -6.218 -5.192 4.271
36 H -5.530 -3.013 5.552
37 H 0.406 -3.592 -4.927
38 Br 1.359 6.087 2.925
39 C 1.079 4.354 2.278
40 C 2.140 3.471 2.137
41 C 1.883 2.226 1.599
42 N 0.676 1.862 1.187
43 C -0.372 2.682 1.392
44 C -0.207 3.939 1.956
45 C -1.660 2.143 0.948
46 C -2.876 2.743 1.262
47 C -4.054 2.173 0.802
48 Br -5.720 2.890 1.289
49 C -3.974 1.050 -0.017
50 C -2.732 0.512 -0.280
51 N -1.593 0.993 0.230
52 H 3.150 3.748 2.387
53 H 2.689 1.521 1.459
54 H -1.038 4.611 2.103
55 H -2.916 3.631 1.871
56 H -4.861 0.607 -0.439
57 H -2.638 -0.354 -0.920
58 O 1.073 3.442 -3.254
59 P 1.208 2.612 -1.919
60 O 1.312 3.476 -0.741
61 O 0.121 1.549 -1.878
62 O 2.593 1.788 -2.235
63 P 3.391 0.952 -1.115
64 O 4.231 -0.017 -2.066
65 O 4.217 1.760 -0.219
66 O 2.370 0.015 -0.438
67 H 1.066 2.947 -4.070
68 H 5.162 0.131 -1.914
69 F 1.109 -2.487 5.502
70 C 0.912 -1.930 4.299
71 C 1.639 -2.378 3.209
72 C 1.427 -1.792 1.972
73 C 0.506 -0.756 1.791
74 C -0.208 -0.346 2.925
75 C -0.021 -0.915 4.173
76 H 2.364 -3.168 3.344
77 H 2.006 -2.142 1.131
78 H -0.942 0.445 2.851
79 H -0.578 -0.578 5.034

The expectation value of S² is 0.755. The value obtained for the energy relative to the best compared isomer or geometry (same formula, charge and spin) is 215.6 kJ/mol. The charge is +1. The calculation puts the LUMO energy (alpha / beta) at -4.785 / -4.397 eV. As for the HOMO energy (alpha / beta): -10.39 / -10.39 eV. Its spin multiplicity is 2. The value obtained for the calculated total energy is -8937.36045 hartree.

These are the Löwdin partial charges, in e, on atoms 1 to 2: number 1, Re, carries 1.720; number 2, S, carries 1.106